{
  "formula": "C21H31AsLiNO6SSi2Te",
  "method": "the ωB97M-V functional and the def2-TZVPD basis",
  "elements": ["Li", "O", "As", "O", "O", "C", "C", "C", "C", "C", "C", "S", "O", "O", "O", "H", "H", "H", "H", "H", "C", "Si", "C", "C", "C", "Te", "C", "Si", "C", "C", "C", "H", "H", "H", "H", "H", "H", "H", "H", "H", "H", "H", "H", "H", "H", "H", "H", "H", "H", "H", "H", "H", "H", "N", "C", "C", "C", "C", "C", "C", "C", "H", "H", "H", "H"],
  "xyz": [[0.1713, 0.6485, -0.0287], [-0.2161, 0.9915, -1.9649], [-1.9709, 1.4816, -2.3453], [-2.0128, 3.1088, -2.1773], [-2.4264, 0.8225, -0.5629], [-3.2032, 1.5320, 0.2612], [-4.5536, 1.7370, -0.0380], [-5.3900, 2.4020, 0.8436], [-4.8995, 2.8807, 2.0504], [-3.5575, 2.6930, 2.3570], [-2.7100, 2.0399, 1.4757], [-1.0171, 1.7426, 1.9492], [-0.8545, 2.3643, 3.2457], [-0.1794, 2.2925, 0.8833], [-0.9044, 0.2764, 1.9569], [-0.0305, 0.1825, -2.4576], [-4.9298, 1.3560, -0.9805], [-6.4346, 2.5421, 0.5865], [-5.5545, 3.3893, 2.7479], [-3.1345, 3.0503, 3.2866], [2.6967, -4.9961, 1.1244], [0.9765, -5.6136, 0.7452], [0.9367, -7.4209, 1.2833], [0.7030, -5.5829, -1.1051], [-0.3819, -4.7151, 1.6242], [-0.4236, -2.5590, 1.4457], [-2.5553, -2.4183, 1.4147], [-3.4187, -2.9379, -0.1473], [-3.4889, -4.8117, -0.3473], [-5.1993, -2.3515, -0.0275], [-2.6574, -2.2721, -1.7061], [3.4257, -5.7061, 0.7242], [2.8638, -4.9091, 2.2010], [2.8972, -4.0201, 0.6811], [1.7092, -7.9972, 0.7673], [-0.0311, -7.8807, 1.0665], [1.1137, -7.5102, 2.3585], [1.5284, -6.0766, -1.6243], [0.6343, -4.5566, -1.4728], [-0.2234, -6.0989, -1.3724], [-0.3551, -4.9430, 2.6927], [-1.3363, -5.0908, 1.2421], [-2.7040, -1.3418, 1.5572], [-2.9558, -2.9312, 2.2918], [-3.8888, -5.3191, 0.5348], [-2.4996, -5.2279, -0.5589], [-4.1357, -5.0485, -1.1967], [-5.7013, -2.7986, 0.8353], [-5.7678, -2.6089, -0.9251], [-5.2292, -1.2655, 0.0962], [-1.6146, -2.5857, -1.7973], [-2.6801, -1.1831, -1.7163], [-3.2150, -2.6447, -2.5705], [7.6090, 0.1545, 1.1216], [6.4751, 0.1279, 0.9094], [5.0643, 0.0961, 0.6369], [4.3241, -1.0623, 0.8734], [2.9688, -1.0739, 0.5734], [2.2532, 0.0076, 0.0267], [3.0586, 1.1534, -0.1729], [4.4147, 1.2170, 0.1117], [4.8172, -1.9356, 1.2905], [2.4385, -2.0024, 0.7805], [2.5975, 2.0550, -0.5714], [4.9826, 2.1256, -0.0620]],
  "lumo_ev": 3.8165,
  "total_charge": -2,
  "homo_lumo_gap_ha": 0.218,
  "de_lowest_kcal_mol": 0.0,
  "energy_ha": -4813.70531
}



{
  "formula": "C21H31AuBN5O9P2",
  "method": "the ωB97M-V functional and the def2-TZVPD basis",
  "elements": ["Au", "O", "C", "O", "C", "C", "C", "N", "C", "C", "C", "O", "O", "H", "H", "H", "C", "N", "C", "P", "O", "O", "P", "O", "N", "C", "C", "N", "C", "C", "N", "C", "C", "H", "H", "H", "H", "H", "H", "H", "H", "H", "H", "H", "H", "H", "H", "H", "H", "H", "H", "H", "H", "H", "H", "H", "H", "O", "B", "O", "C", "C", "C", "C", "C", "C", "H", "H", "H", "H"],
  "xyz": [[-1.3707, 1.1522, 1.4057], [2.8033, 6.7107, 0.5961], [1.7127, 7.0035, 1.0402], [1.0522, 7.9206, 1.4781], [0.9123, 5.5912, 1.3875], [1.5940, 4.6255, 2.0987], [0.9079, 3.4459, 2.3207], [-0.3258, 3.2300, 1.8625], [-0.9546, 4.1920, 1.1945], [-0.3687, 5.4323, 0.9387], [-2.3746, 3.9245, 0.6865], [-3.0185, 4.8906, 0.3209], [-2.7540, 2.7003, 0.6694], [2.6073, 4.7673, 2.4422], [1.3671, 2.6302, 2.8627], [-0.9371, 6.1917, 0.4231], [0.8833, 2.4107, -1.6892], [1.4588, 1.0689, -1.6984], [2.2863, 0.8041, -2.8644], [1.8651, 0.3506, -0.2716], [1.0877, 0.9226, 0.8468], [1.6484, -1.2030, -0.5810], [0.4429, -2.2452, -0.2558], [-0.3357, -1.9809, 0.9575], [-0.4586, -2.1306, -1.6315], [0.1479, -2.2269, -2.9465], [-1.7995, -2.7055, -1.5784], [1.2744, -3.6680, -0.1717], [2.4177, -3.9739, -1.0101], [1.1704, -4.4997, 1.0207], [3.4921, 0.3993, 0.0033], [4.4140, -0.6566, -0.3806], [4.0065, 1.2743, 1.0488], [0.2170, 2.5181, -2.5463], [1.6582, 3.1840, -1.7496], [0.3029, 2.5605, -0.7839], [1.6932, 0.9389, -3.7703], [2.6521, -0.2221, -2.8566], [3.1510, 1.4763, -2.9090], [1.1153, -1.7311, -2.9652], [-0.4946, -1.7270, -3.6738], [0.2778, -3.2692, -3.2646], [-2.2050, -2.6054, -0.5773], [-1.7956, -3.7641, -1.8662], [-2.4456, -2.1601, -2.2680], [2.4384, -3.3444, -1.8968], [2.3743, -5.0141, -1.3413], [3.3572, -3.8278, -0.4647], [0.3471, -4.1580, 1.6402], [2.0933, -4.4505, 1.6086], [0.9986, -5.5397, 0.7337], [3.9984, -1.2742, -1.1713], [4.6483, -1.3051, 0.4710], [5.3459, -0.2184, -0.7446], [3.2855, 2.0528, 1.2795], [4.9311, 1.7464, 0.7100], [4.2159, 0.7121, 1.9645], [-3.6226, -0.4596, 0.1991], [-2.8775, -0.1971, 1.3465], [-3.3668, -0.9138, 2.4339], [-4.4129, -1.6552, 1.9349], [-5.2242, -2.5461, 2.5959], [-6.2188, -3.1646, 1.8370], [-6.3761, -2.8866, 0.4838], [-5.5456, -1.9770, -0.1723], [-4.5693, -1.3778, 0.5880], [-5.0940, -2.7509, 3.6492], [-6.8830, -3.8727, 2.3141], [-7.1614, -3.3811, -0.0721], [-5.6628, -1.7443, -1.2216]],
  "s_squared": 2.0134,
  "lumo_ev": [-0.0013, -3.4919],
  "homo_lumo_gap_ha": [0.294, 0.183],
  "de_lowest_kcal_mol": 29.5,
  "energy_ha": -2613.18585,
  "spin_multiplicity": 3
}



{
  "formula": "C21H31AuO4",
  "method": "the ωB97M-V functional and the def2-TZVPD basis",
  "elements": ["O", "C", "C", "H", "H", "C", "H", "H", "C", "H", "H", "H", "C", "H", "H", "H", "Au", "C", "C", "C", "H", "C", "C", "H", "H", "H", "H", "C", "C", "C", "H", "C", "C", "H", "H", "H", "H", "O", "C", "C", "H", "H", "C", "H", "H", "C", "H", "H", "H", "H", "C", "C", "O", "O", "H", "H", "H"],
  "xyz": [[2.0598, -0.3485, -1.1131], [0.8644, 0.4882, -1.2184], [1.6780, 1.6743, -1.7998], [0.4083, 0.5746, -0.2109], [0.1004, 0.1784, -1.9420], [2.9027, 0.7407, -1.5825], [1.4624, 2.4423, -1.0636], [1.3586, 1.9935, -2.8162], [3.8759, 1.2102, -0.5213], [3.3368, 1.4889, 0.3887], [4.4824, 2.0620, -0.8773], [4.5561, 0.4036, -0.2085], [3.5720, 0.1231, -2.7864], [2.8100, -0.2388, -3.4884], [4.0984, -0.7810, -2.4581], [4.2792, 0.7950, -3.2721], [-2.3304, -2.2117, 0.3524], [-1.0384, -3.7800, -2.2243], [-2.3228, -3.3013, -1.7459], [-2.3302, -1.8394, -1.9736], [-3.2362, -3.9114, -1.7120], [-1.0415, -1.5243, -2.5364], [-0.2132, -2.6786, -2.5377], [0.8583, -2.6900, -2.8183], [-0.7668, -4.8238, -2.4141], [-3.2099, -1.1720, -2.0058], [-0.7870, -0.5803, -3.0287], [-0.2032, -4.5755, 0.8469], [0.9293, -3.9167, 0.3163], [0.8818, -2.5585, 0.6998], [1.7103, -4.3471, -0.3213], [-0.2021, -2.3517, 1.5955], [-0.9459, -3.6316, 1.6608], [-1.6553, -3.9304, 2.4427], [-0.4771, -5.6148, 0.6438], [1.5168, -1.7863, 0.2993], [-0.3072, -1.4674, 2.2172], [-0.1573, 3.0629, 1.2367], [0.9502, 3.8663, 0.7619], [0.8528, 5.3536, 1.1050], [0.9813, 3.8773, -0.3383], [1.9082, 3.4478, 1.0992], [-0.5817, 5.4970, 1.6608], [0.9644, 5.9137, 0.1573], [1.6364, 5.6540, 1.8198], [-1.1131, 4.0332, 1.7800], [-1.2407, 5.9956, 0.9345], [-0.6242, 5.9976, 2.6402], [-2.0450, 3.8722, 1.2101], [-1.3198, 3.7606, 2.8312], [-4.3732, -1.8609, 2.7755], [-3.1853, -1.0045, 3.1832], [-3.1173, -0.2876, 4.2022], [-2.2023, -1.0536, 2.2947], [-5.0008, -1.2876, 2.0820], [-5.0526, -2.2429, 3.5475], [-3.9545, -2.7082, 2.2300]],
  "s_squared": 2.0307,
  "lumo_ev": [0.3734, -2.3477],
  "homo_lumo_gap_ha": [0.301, 0.198],
  "de_lowest_kcal_mol": 25.2,
  "energy_ha": -1255.14298,
  "spin_multiplicity": 3
}



{
  "formula": "C21H31BrN4O2",
  "method": "the ωB97M-V functional and the def2-TZVPD basis",
  "elements": ["C", "C", "N", "C", "C", "C", "C", "C", "N", "C", "C", "C", "O", "N", "C", "C", "C", "C", "Br", "C", "C", "N", "C", "C", "C", "C", "C", "O", "H", "H", "H", "H", "H", "H", "H", "H", "H", "H", "H", "H", "H", "H", "H", "H", "H", "H", "H", "H", "H", "H", "H", "H", "H", "H", "H", "H", "H", "H", "H"],
  "xyz": [[-3.2702, -3.0927, -6.0335], [-2.2519, -2.8539, -4.9315], [-2.6665, -3.4100, -3.6585], [-2.7932, -4.8620, -3.6306], [-2.7887, -5.1758, -2.1440], [-1.7033, -4.2331, -1.6207], [-1.8212, -2.9976, -2.5299], [-2.4682, -1.7932, -1.8457], [-1.6149, -1.1672, -0.8562], [-0.6975, -0.0929, -1.1935], [-0.3718, 0.5597, 0.1590], [1.0738, 1.0169, 0.2505], [1.9882, 0.3401, -0.1713], [1.2492, 2.2120, 0.8892], [2.4954, 2.8444, 1.1353], [3.4860, 2.8948, 0.1724], [4.6737, 3.5707, 0.4129], [4.8289, 4.2056, 1.6293], [6.4291, 5.1592, 1.9836], [3.8572, 4.1612, 2.6143], [2.6751, 3.4581, 2.3867], [1.6431, 3.3861, 3.3180], [1.8403, 3.7876, 4.7090], [2.7858, 2.8555, 5.4639], [0.4772, 3.8488, 5.3816], [-0.6783, -0.5462, 1.1783], [-1.6948, -1.4297, 0.4739], [-2.4304, -2.2392, 1.0023], [-2.9599, -2.5938, -6.9521], [-3.3778, -4.1549, -6.2551], [-4.2463, -2.7056, -5.7387], [-1.2716, -3.2642, -5.2358], [-2.1127, -1.7775, -4.7995], [-3.7046, -5.1843, -4.1349], [-1.9378, -5.3529, -4.1288], [-3.7590, -4.9244, -1.7118], [-2.5817, -6.2237, -1.9311], [-1.8249, -3.9827, -0.5685], [-0.7228, -4.6951, -1.7495], [-0.8233, -2.6985, -2.8857], [-2.7389, -1.0450, -2.5951], [-3.3817, -2.1190, -1.3458], [0.2160, -0.4716, -1.6578], [-1.1742, 0.6097, -1.8809], [-1.0504, 1.3995, 0.3262], [0.4242, 2.7187, 1.1702], [3.3256, 2.3948, -0.7714], [5.4515, 3.6082, -0.3351], [4.0339, 4.6593, 3.5552], [1.1194, 2.5237, 3.2433], [2.2565, 4.7976, 4.6944], [2.9697, 3.2263, 6.4732], [2.3406, 1.8608, 5.5454], [3.7448, 2.7548, 4.9565], [0.5761, 4.1601, 6.4213], [-0.1806, 4.5482, 4.8669], [0.0053, 2.8621, 5.3759], [0.2093, -1.1506, 1.3802], [-1.0766, -0.1870, 2.1244]],
  "lumo_ev": 0.4058,
  "homo_lumo_gap_ha": 0.318,
  "smiles": "CCN1CCC[C@@H]1CN1C[C@H](C(=O)Nc2ccc(Br)cc2NC(C)C)CC1=O",
  "de_lowest_kcal_mol": 0.6,
  "energy_ha": -3762.38784
}